P:
Density functional theory data (ωB97M-V with the def2-TZVPD basis set) for C2H4I2N2 as an isolated structure.

Output
Total charge ... 0
Kohn-Sham gap ... 8.64 eV
HOMO ... -0.3174 hartree
LUMO level ... 0.006 eV

Atoms and positions in Å:
C (1.0542, -1.0784, 1.1994)
C (-0.9028, 1.0052, -1.3228)
N (0.4093, -0.2229, 0.3502)
N (-0.1155, -0.4367, -0.6996)
I (-0.1358, 2.4745, -0.0502)
I (-3.0429, 0.8490, -1.3341)
H (1.9433, -0.5832, 1.3754)
H (1.0273, -2.1641, 0.7247)
H (0.5282, -1.1131, 2.1819)
H (-0.7653, 1.2698, -2.4248)



Q:
Density functional theory data (ωB97M-V with the def2-TZVPD basis set) for C2H4I2N2 as an isolated structure.

Output
Total charge ... 0
Kohn-Sham gap ... 8.50 eV
HOMO ... -0.3049 hartree
LUMO level ... 0.206 eV

Atoms and positions in Å:
C (1.8284, 0.0713, 0.4309)
C (-1.9291, -0.1118, -0.5641)
N (0.4522, 0.0120, 0.2588)
N (-0.1440, -0.9052, -0.2082)
I (-1.7237, 1.8770, 0.0846)
I (-3.4332, -1.2369, 0.2718)
H (2.1782, 1.0993, -0.1990)
H (2.3471, -0.7720, 0.0484)
H (2.2515, 0.1661, 1.4778)
H (-1.8275, -0.1998, -1.6011)



What is the stability order? It is P, Q, from most stable to least stable.



P:
Density functional theory data (ωB97M-V with the def2-TZVPD basis set) for a 17-piece molecular cluster, H34O17 overall.

Output
Total charge ... 0
Kohn-Sham gap ... 8.91 eV
HOMO ... -0.3528 hartree
LUMO level ... -0.693 eV

Atoms and positions in Å:
O (-1.4925, 0.0015, -2.4472)
H (-1.7597, 0.9355, -2.4832)
H (-2.3057, -0.4617, -2.2162)
O (-3.6014, 1.5260, 0.5919)
H (-3.3337, 0.6120, 0.4275)
H (-2.8346, 2.0573, 0.9032)
O (0.7567, -1.4597, 3.2432)
H (1.2668, -0.8044, 3.7654)
H (1.0045, -1.3618, 2.3484)
O (-0.0654, 0.0839, 0.2017)
H (0.4450, -0.7009, 0.0733)
H (-0.7835, -0.0214, -0.3657)
O (1.5715, -3.4907, -1.5391)
H (0.8732, -2.9310, -1.8033)
H (1.8433, -4.1611, -2.1671)
O (1.6444, 2.4676, 0.4389)
H (1.1358, 1.7048, 0.6528)
H (2.2418, 2.6350, 1.1888)
O (-2.2110, 2.3711, -1.6632)
H (-2.9774, 2.6679, -2.0929)
H (-2.4521, 2.0334, -0.8273)
O (-1.0377, 2.8104, 1.2270)
H (-0.3003, 2.8991, 0.5798)
H (-0.7710, 3.3252, 1.9555)
O (2.8971, 0.4733, 2.0902)
H (3.0957, 0.1337, 1.1614)
H (3.5878, 1.1311, 2.1293)
O (1.1445, -2.2730, 0.6814)
H (1.6289, -2.8737, 0.0577)
H (0.3446, -2.7675, 0.9764)
O (3.3250, -0.3399, -0.4338)
H (2.6377, -0.3963, -1.1568)
H (4.1285, -0.0955, -0.9029)
O (0.7134, 1.8360, 3.3023)
H (0.0598, 1.8143, 2.6034)
H (1.5696, 1.4771, 3.0224)
O (1.1722, 2.1013, -2.2504)
H (0.6476, 1.4233, -1.8182)
H (0.6452, 2.3177, -3.0806)
O (1.1890, -0.7742, -2.4390)
H (1.3694, -1.3098, -3.2409)
H (0.2728, -0.5226, -2.4513)
O (-3.0641, -1.0552, -0.2024)
H (-3.0164, -1.9474, 0.0095)
H (-3.7048, -0.9781, -0.9161)
O (-1.4528, -0.2688, 2.4479)
H (-1.0018, -0.2814, 1.6003)
H (-0.8759, -0.6798, 3.1353)
O (-1.0707, -2.7969, -1.6587)
H (-1.8988, -3.1621, -1.9355)
H (-1.2004, -2.9233, -0.7228)



Q:
Density functional theory data (ωB97M-V with the def2-TZVPD basis set) for a 17-piece molecular cluster, H34O17 overall.

Output
Total charge ... 0
Kohn-Sham gap ... 10.29 eV
HOMO ... -0.3968 hartree
LUMO level ... -0.508 eV

Atoms and positions in Å:
O (0.1615, 2.6221, 2.3130)
H (0.3779, 3.3958, 2.8413)
H (-0.4164, 2.9326, 1.6099)
O (-2.5403, 3.2573, -1.8271)
H (-3.3465, 3.6185, -1.4397)
H (-2.2533, 2.8424, -0.9819)
O (-1.0910, -2.3872, 3.1278)
H (-0.9627, -3.3345, 3.0643)
H (-0.3934, -1.9803, 2.5769)
O (0.3836, -4.2983, 2.0899)
H (1.3532, -4.2510, 2.2694)
H (0.4374, -3.8239, 1.2537)
O (1.6193, -4.1704, -0.3465)
H (0.9700, -4.3328, -1.0623)
H (1.7566, -3.2469, -0.5932)
O (-2.2210, 1.3774, 0.8495)
H (-2.6610, 0.5720, 0.6213)
H (-1.3643, 1.3614, 1.2729)
O (1.7700, 2.2830, -0.3551)
H (2.1328, 2.2572, -1.2471)
H (1.4999, 1.3754, -0.1744)
O (2.1278, 5.2408, -1.4586)
H (1.3756, 5.2777, -2.0658)
H (2.0195, 4.3904, -1.0126)
O (3.1048, 1.4917, -3.9011)
H (2.2890, 1.7274, -3.3863)
H (3.5772, 0.6871, -3.7011)
O (3.5040, -1.4149, 2.2405)
H (3.9862, -0.6321, 2.5058)
H (4.0600, -2.1867, 2.3415)
O (0.8561, 3.4473, -3.2863)
H (0.0814, 3.9843, -3.1431)
H (1.5576, 3.7257, -3.8718)
O (-1.8609, -3.7310, -1.7463)
H (-2.2745, -3.4284, -2.5528)
H (-1.7043, -4.6587, -1.5910)
O (2.6052, -0.8027, -2.6123)
H (2.9851, -0.3746, -1.8420)
H (1.6515, -0.8797, -2.6037)
O (-2.1314, 1.2092, 4.3406)
H (-1.7759, 1.8884, 3.7573)
H (-3.0177, 1.5658, 4.5167)
O (-4.5267, -0.3537, 0.4699)
H (-3.6564, -0.7484, 0.6775)
H (-4.3217, -0.1952, -0.4599)
O (-1.9260, -2.3653, 0.5702)
H (-2.0190, -3.0749, -0.1315)
H (-2.0314, -2.5602, 1.5207)
O (0.1684, -0.6807, 0.0842)
H (0.7416, -1.4783, 0.1261)
H (-0.6573, -1.1400, 0.3527)



R:
Density functional theory data (ωB97M-V with the def2-TZVPD basis set) for a 17-piece molecular cluster, H34O17 overall.

Output
Total charge ... 0
Kohn-Sham gap ... 8.96 eV
HOMO ... -0.3450 hartree
LUMO level ... -0.428 eV

Atoms and positions in Å:
O (2.8955, 0.1582, 0.0210)
H (2.4091, -0.1414, -0.7897)
H (3.4649, 0.8522, -0.2507)
O (-0.0370, -2.5667, -2.4402)
H (-0.7774, -3.2090, -2.5541)
H (0.4164, -2.7023, -1.5857)
O (1.6258, -1.1271, 2.0834)
H (2.3295, -0.4973, 1.9633)
H (1.6601, -1.6585, 1.2507)
O (1.9130, 1.8863, 2.7032)
H (1.9145, 1.1696, 3.3125)
H (1.0028, 1.8955, 2.3609)
O (2.1726, 2.3371, -2.2645)
H (1.5832, 2.3874, -1.5170)
H (2.1594, 3.2364, -2.5797)
O (-2.9464, 0.6784, 0.1844)
H (-3.1533, 0.1209, 0.9128)
H (-2.0131, 0.6118, 0.1109)
O (1.2017, -2.6959, 0.0278)
H (0.8809, -3.5314, 0.4661)
H (2.1508, -2.8345, -0.1162)
O (2.1228, -0.5391, -2.4409)
H (1.3031, -0.8631, -2.7332)
H (2.2273, 0.4016, -2.7389)
O (-0.2467, -0.3224, -0.2273)
H (0.1472, -0.9412, 0.4342)
H (0.0768, 0.5205, 0.0719)
O (-1.5595, 2.7922, -1.8703)
H (-2.4337, 2.6098, -2.2478)
H (-1.0336, 2.0561, -2.2307)
O (-0.1984, 0.5999, -2.7775)
H (-0.7744, 0.1156, -3.4158)
H (-0.0849, 0.0852, -1.9945)
O (-1.7974, 3.2378, 0.6816)
H (-1.4333, 3.1441, -0.2370)
H (-1.4430, 2.4190, 1.0170)
O (0.8084, 2.0996, 0.1628)
H (1.6154, 1.6358, 0.4866)
H (0.8239, 3.0107, 0.3076)
O (-1.4133, -2.7317, 1.4639)
H (-1.2596, -3.5695, 1.9062)
H (-1.4310, -2.9060, 0.5475)
O (-0.7138, -1.2279, 3.6455)
H (-1.0058, -1.8486, 2.9752)
H (-1.4222, -1.2348, 4.3072)
O (-2.4711, -2.2351, -1.1785)
H (-3.3062, -1.8844, -1.5132)
H (-1.8627, -1.5185, -1.2792)
O (-1.0835, 1.2051, 2.4349)
H (-2.0356, 1.2547, 2.5473)
H (-0.9682, 0.2650, 2.5963)



What is the stability order? It is R, P, Q, from most stable to least stable.



P:
Density functional theory data (ωB97M-V with the def2-TZVPD basis set) for CHN2OS as an isolated structure.

Output
Total charge ... -1
Kohn-Sham gap ... 6.82 eV
HOMO ... -0.1053 hartree
LUMO level ... 3.959 eV

Atoms and positions in Å:
C (1.0071, 0.2702, -0.1117)
N (-1.2730, -0.0291, 0.2348)
N (-0.6104, -0.6651, -0.5619)
O (0.7359, 1.4204, -0.0995)
S (2.3175, -0.6223, 0.2430)
H (-2.1771, -0.3742, 0.2952)



Q:
Density functional theory data (ωB97M-V with the def2-TZVPD basis set) for an isolated ion of composition CHN2OS and charge -1.

Output
Total charge ... -1
Kohn-Sham gap ... 7.08 eV
HOMO ... -0.1130 hartree
SMILES string ... [NH-]N1SC1=O
LUMO level ... 4.004 eV

Atoms and positions in Å:
N (1.2911, 0.5012, 0.4369)
N (0.4210, -0.0533, -0.2358)
S (-1.4988, 0.8697, 0.1935)
C (-0.7317, -0.6710, -0.0317)
O (-1.1505, -1.8311, -0.1721)
H (1.6689, 1.1844, -0.1909)



R:
Density functional theory data (ωB97M-V with the def2-TZVPD basis set) for an isolated ion of composition CHN2OS and charge -1.

Output
Total charge ... -1
Kohn-Sham gap ... 6.11 eV
HOMO ... -0.0958 hartree
SMILES string ... N#CN([O-])S
LUMO level ... 3.505 eV

Atoms and positions in Å:
N (-3.5906, -0.8694, -0.3172)
C (-2.6417, -0.2331, -0.0041)
N (-1.5680, 0.4569, 0.0877)
O (-1.5560, 1.7500, 0.3743)
S (-0.2107, -0.6219, 0.7373)
H (0.5704, 0.2838, 0.4915)



What is the stability order? It is P, Q, R, from most stable to least stable.



P:
Density functional theory data (ωB97M-V with the def2-TZVPD basis set) for one molecule with the formula C6H6OS.

Output
Total charge ... 0
Kohn-Sham gap ... 8.53 eV
HOMO ... -0.3116 hartree
SMILES string ... S=C[C@@H]1[C@H]2C=CO[C@@H]12
LUMO level ... 0.055 eV

Atoms and positions in Å:
S (-1.7154, -1.4536, -2.6942)
C (-1.5176, -0.9880, -1.1781)
C (-0.5463, -0.0475, -0.6193)
C (0.1114, -0.5695, 0.5354)
C (1.5801, -0.0713, 0.6235)
C (1.4735, 1.2968, 0.4564)
O (0.1716, 1.8286, 0.8032)
C (-0.6061, 0.6492, 0.7695)
H (-2.1174, -1.7460, -0.5915)
H (0.2831, 0.2046, -1.2916)
H (-0.1463, -1.3680, 1.4076)
H (2.4344, -0.5387, 0.2104)
H (2.1946, 2.0603, 0.2216)
H (-1.5995, 0.7431, 1.3471)



Q:
Density functional theory data (ωB97M-V with the def2-TZVPD basis set) for one molecule with the formula C6H6OS.

Output
Total charge ... 0
Kohn-Sham gap ... 9.28 eV
HOMO ... -0.3230 hartree
SMILES string ... C#C[C@H]1O[C@H]2C[C@@H]2S1
LUMO level ... 0.489 eV

Atoms and positions in Å:
C (-1.0578, 0.9071, 3.1489)
C (-0.8954, 0.8898, 1.9737)
C (-0.7585, 0.8961, 0.4780)
O (0.5695, 0.8498, 0.0036)
C (0.5044, 0.0321, -1.1326)
C (1.3162, -0.8560, -1.8680)
C (0.1055, -1.2955, -0.7334)
S (-1.5313, -0.7960, -0.0109)
H (-1.0900, 0.8822, 4.2693)
H (-1.2456, 1.8003, 0.2322)
H (-0.1505, 0.6180, -1.8342)
H (2.2429, -1.4566, -1.6480)
H (0.9738, -0.8816, -2.8693)
H (1.0167, -1.5898, -0.0094)



What is the stability order? It is P, Q, from most stable to least stable.